{"formula": "C68H150F3O2P4", "method": "ωB97M-V/def2-TZVPD", "multiplicity": 1, "e_above_lowest_ev": 0.626, "charge": 3, "max_force_ha_per_bohr": 0.0717, "lumo_ev": -4.8, "gap_ev": 8.71, "elements": ["C", "P", "H", "C", "H", "H", "H", "C", "H", "H", "H", "H", "H", "H", "H", "H", "C", "H", "H", "P", "H", "H", "H", "C", "H", "H", "H", "H", "H", "H", "H", "C", "H", "H", "C", "H", "F", "F", "H", "C", "C", "H", "H", "H", "H", "C", "H", "H", "H", "C", "H", "H", "H", "C", "C", "H", "O", "H", "H", "H", "H", "H", "H", "C", "H", "C", "H", "C", "H", "H", "P", "C", "H", "C", "H", "C", "H", "C", "H", "C", "H", "H", "H", "C", "H", "C", "H", "H", "H", "H", "H", "H", "C", "C", "H", "C", "H", "H", "O", "C", "H", "C", "H", "H", "C", "H", "H", "H", "C", "C", "H", "H", "H", "H", "C", "H", "H", "C", "H", "C", "C", "P", "H", "H", "H", "H", "H", "H", "H", "F", "C", "H", "H", "C", "H", "H", "H", "C", "H", "H", "H", "H", "H", "H", "H", "H", "H", "H", "C", "H", "H", "C", "H", "C", "C", "H", "H", "H", "H", "H", "C", "H", "H", "H", "C", "C", "H", "C", "H", "C", "C", "H", "H", "H", "H", "C", "C", "H", "C", "H", "C", "C", "H", "H", "C", "H", "H", "H", "C", "H", "C", "H", "H", "H", "C", "C", "H", "H", "C", "C", "H", "C", "H", "C", "H", "H", "C", "C", "H", "H", "H", "H", "H", "C", "H", "H", "H", "H", "H", "H", "C", "H", "H", "H", "H", "C", "C"], "coordinates": [[-3.2339, -4.0277, 0.0470], [3.1269, -1.5027, -2.0627], [-1.9777, -2.2926, -1.7548], [4.0369, -0.8189, 5.6643], [4.2099, -7.8472, 7.3701], [-3.1537, 0.0020, -6.5496], [-2.4302, -4.7326, 4.0219], [3.9860, 6.5388, -0.9394], [-1.6291, 7.1465, -0.6289], [3.2329, 0.8181, -2.1221], [-0.8708, 6.0204, 3.8158], [3.5392, -5.4018, 0.7836], [-3.4878, -1.8408, -4.7001], [0.0954, -6.0837, 3.9074], [-6.0078, -0.9434, -1.6871], [0.0151, 2.1763, -2.1698], [5.0805, -3.0813, -5.2816], [1.6654, 2.7447, 2.8773], [-2.2631, 9.2756, 0.0076], [0.3309, 8.4016, -1.2939], [2.9671, -3.2551, 6.5250], [-1.8011, 1.7797, -0.1575], [7.1360, -2.2892, -4.9743], [-2.0463, 0.1770, -6.5804], [-2.1469, 10.4250, -2.7844], [-0.2669, -4.4775, -1.1219], [-8.2942, -0.7009, -2.7949], [-1.9709, 1.1710, -6.0645], [-1.3680, -4.9573, -3.2651], [0.9809, -5.7831, 1.1886], [0.4400, 7.0225, -5.5029], [-2.5378, 9.8773, -1.8591], [-7.7856, -3.5825, -3.4783], [0.3783, -0.2847, -2.2665], [-0.0825, -1.7371, 1.7595], [0.7014, 6.9071, 1.3579], [-1.1841, -2.3492, 2.0904], [0.8685, -2.5472, 1.1634], [0.5591, -5.8512, -1.7591], [-1.7497, 10.0623, -0.5398], [-1.6975, -0.6589, -4.2628], [-1.6176, -1.8090, -6.0924], [-4.6601, -2.4676, -0.2539], [-0.3889, 6.2731, -3.0067], [-3.3217, -3.2225, -2.4175], [-3.6510, -4.6363, 1.3846], [2.2278, 0.2513, -0.7480], [2.3334, 2.8988, -2.6290], [5.4912, -2.8710, -3.1587], [2.6150, -1.1537, 6.0492], [0.6661, -2.6600, 6.9763], [2.5915, -5.4845, 3.7335], [-1.0253, 9.0532, -5.6659], [-1.3642, 8.0381, -5.9299], [-0.5959, 6.9253, -5.0835], [1.9488, 6.2268, -0.6507], [0.7126, 0.4252, 0.7734], [1.3111, 0.0286, -3.7328], [-1.4470, -5.9868, 6.1402], [3.1462, -1.4454, -4.3439], [1.2533, 8.2915, -3.3915], [-3.9010, -5.7501, 1.3507], [-2.7058, 1.4370, 1.3701], [-0.3945, -0.5084, 0.8269], [0.2741, 10.1267, 0.2494], [1.8322, -5.1681, 3.0778], [4.5096, 7.9445, 0.5971], [-3.2402, -0.9082, -4.2479], [2.8134, -6.9945, 0.2515], [-4.6492, -4.3194, 4.9350], [0.3436, -4.6302, 5.6503], [0.1992, 8.3316, -3.0872], [-3.8149, -0.0784, 0.1221], [-3.3671, 0.6919, -1.8706], [-4.1644, 3.5546, 0.7013], [2.3883, 0.1500, -1.7935], [-8.8559, -1.5959, -4.1423], [-1.2612, -0.8645, -5.6988], [3.5621, -7.0370, 5.9764], [2.0903, 8.3309, -0.9290], [-3.7062, -0.2060, -4.8755], [-1.0767, -1.2229, -3.4990], [-2.3783, 8.7978, -2.0491], [-0.5535, 7.0372, -0.5040], [0.5178, 5.1556, 3.1177], [3.0646, -6.3378, 1.0689], [3.9405, -0.5371, 0.8194], [3.8206, -6.9367, 1.6202], [0.0935, 10.6964, -1.3787], [6.4422, -1.0317, 2.1524], [-4.8371, 1.2076, -0.2690], [5.2096, 6.3584, 0.8323], [0.3742, -4.7755, -1.9752], [1.1614, 0.2868, -2.7148], [-1.4770, -4.5172, 7.0734], [-3.8582, -4.8329, 5.5119], [2.2053, -5.4788, 7.1106], [5.2727, -1.8470, -0.9629], [-0.8553, -0.9237, -0.3552], [0.8969, -2.9731, 5.9721], [4.1217, -1.1529, 4.5633], [6.1217, -2.0140, 1.9164], [2.0494, 2.7648, 1.0556], [-0.9805, 4.3347, 3.1691], [-1.3602, -4.8976, 6.0504], [-1.3504, 7.9424, -7.0058], [6.5100, -2.5326, 2.7706], [-4.3489, 9.5775, -0.7680], [-0.2809, 9.9571, -0.6900], [-0.3686, 6.9534, 1.0896], [2.1710, -7.6400, 8.3549], [1.0216, -2.2150, -1.1272], [-3.0494, 3.7594, -0.5491], [-4.6490, 9.6234, -2.5121], [3.9886, -1.6494, -3.6348], [-1.7782, 7.4008, -3.3848], [-6.1477, -1.8558, -4.4788], [-4.0791, -6.3291, 5.2255], [-0.2302, -0.7855, -5.9384], [-0.3131, -4.7385, -3.3631], [2.3861, -2.6452, 5.7430], [-3.8407, -0.9158, -2.5934], [-3.2464, -6.9511, 5.6466], [-0.3075, -3.7831, -3.8520], [0.9730, -7.5305, 5.5818], [-0.1270, 1.7202, -3.8371], [-2.2776, 0.5887, -1.7849], [-1.1389, 0.0386, 1.5083], [6.5496, -2.4555, 1.0341], [0.4970, -1.4429, 2.9925], [6.2763, -2.1066, -5.6030], [-1.8842, 11.0008, 0.0171], [5.4544, -4.1167, -5.3994], [1.0519, 1.0354, 1.9822], [2.4226, 1.9573, -4.1499], [6.4688, -2.1393, -6.6776], [-0.2269, 6.0732, -0.9871], [1.1389, -5.6792, 6.9131], [3.9635, -3.7856, -3.5177], [-0.1430, -4.5151, 3.4159], [-9.3279, -1.9941, -2.3604], [-0.7652, 7.9194, 1.4788], [1.5164, 3.4822, -4.0168], [2.2839, -4.4252, -1.0796], [-4.6268, -4.2565, 1.6265], [-4.1445, -6.5137, 4.1868], [2.3512, 8.5199, 0.1421], [4.7432, 6.9949, -1.6543], [-2.4868, -4.3623, 5.1093], [0.0191, -7.4312, 7.1773], [3.7294, -8.8699, 6.1489], [-3.1228, 3.2900, 0.4305], [4.5146, -3.3181, 1.7250], [0.9596, -7.2279, 6.6676], [-8.5219, -1.7079, -3.0632], [4.0431, -1.9170, 2.6928], [-5.4352, -2.9750, -3.3554], [-2.4630, 3.7598, 1.1562], [5.9339, -1.1265, -5.4516], [0.2224, 0.8267, 2.7207], [-7.4159, -2.6904, -2.9043], [1.9721, 0.5981, 2.3991], [2.3181, -0.8732, 7.1067], [-3.4693, 1.4985, -2.6071], [-6.1276, -2.1748, -3.4051], [2.5639, 6.8750, -1.2451], [0.5922, -5.4447, 7.7983], [0.5565, -5.0741, 3.9398], [4.8017, -1.3759, 6.2610], [4.2450, -2.0126, -0.7394], [2.0801, -7.9761, 7.3159], [2.1824, 6.5943, -2.2585], [-4.9984, -6.7040, 5.7026], [2.6167, 9.0745, -1.5163], [1.0132, -2.3265, -2.8223], [-3.0789, -2.4046, -1.7874], [4.6489, -2.9533, -3.7832], [-2.5064, -3.3006, 5.2344], [1.7797, 2.5544, -3.4543], [-3.1899, -1.8824, 0.3098], [3.4168, -7.9559, 6.6056], [-2.7570, 1.8048, 0.3513], [-2.9480, -4.5791, 2.1931], [-0.9394, 5.9295, -5.3365], [-3.6072, -2.6316, -0.3308], [-3.5858, -4.6687, -0.8192], [1.4858, -7.1032, 2.2295], [-1.6230, 0.2942, -7.6214], [1.7652, -6.1369, 1.9080], [-7.2785, -3.0029, -1.8763], [-1.0714, 5.7486, 1.6375], [-4.4872, 11.1389, -1.5901], [1.8073, -9.0287, 7.3870], [0.2180, -5.4358, -4.0902], [4.6064, -2.2292, 1.8274], [-4.0637, 10.1229, -1.7196], [-2.3739, 8.0567, -5.5896], [1.9703, -0.4550, 5.4436], [1.6700, -2.5687, -1.9624], [-0.6616, 7.1804, -3.5858], [4.1883, 5.5163, -1.1223], [-5.6296, -0.9513, -2.6661], [0.3834, 3.0271, 1.6783], [4.3112, 6.8939, 0.4858], [2.2244, -4.6274, -2.7604], [3.4560, 6.6742, 1.1695], [-3.7725, 0.8857, -0.4153], [-0.5902, 5.3315, 3.0142], [2.7405, -3.0026, 4.8000], [4.2955, 0.2838, 5.6602], [0.3747, -2.2350, 5.2947], [-5.9627, -0.0430, -3.2640], [4.0395, -3.1829, -0.7323], [1.2878, 2.5260, 1.8831], [-0.2713, 9.2325, -3.4828], [4.5776, -0.7612, -3.7957], [4.2554, -2.8598, -5.9360], [-0.8476, 4.9402, 0.9845], [2.0587, -4.2255, 2.6398], [-2.1328, -4.0278, -0.0773], [0.6123, 1.7043, -3.0330], [2.7189, -1.7935, 0.7901], [-1.5987, 0.4034, -4.0068], [-4.1299, -4.7219, 6.5810], [-2.1504, 5.9062, 1.5219], [1.6811, -4.0777, -1.9596], [3.7871, -1.6215, 0.7202]], "atomic_forces_ev_per_a": [[1.217, -1.681, -1.196], [-0.710, -0.013, 1.004], [-0.558, 0.243, 0.018], [1.260, 0.413, -1.329], [-0.290, 0.110, -0.198], [1.192, -0.169, -0.836], [0.695, 0.946, 1.600], [1.535, 1.276, -1.160], [-0.040, 0.054, -0.530], [-0.781, -0.218, 0.456], [-0.163, -0.231, -0.100], [-0.099, 0.019, -0.337], [-0.053, -1.089, -0.272], [0.114, 0.190, 0.171], [-0.639, 0.391, 1.480], [1.107, -0.656, -0.820], [2.201, -0.390, 1.298], [0.181, 0.783, -0.058], [0.676, -0.095, 0.973], [-0.064, 0.165, 0.329], [-0.492, 0.881, -1.055], [0.395, -0.540, 0.265], [0.305, -0.182, -0.131], [0.260, 0.954, 0.299], [-0.211, -0.477, 1.356], [0.007, 0.304, -0.631], [0.556, 0.834, 0.493], [0.216, -0.506, -0.583], [-0.192, -0.603, -0.140], [0.381, -0.261, 0.601], [-0.466, -0.491, 0.784], [-0.032, 1.039, -1.261], [0.872, 0.439, 0.568], [-0.565, -0.500, 0.184], [2.386, 1.511, -0.177], [-0.288, 0.084, -0.207], [-0.757, -1.354, -0.357], [-1.399, -0.386, 0.505], [0.026, 0.568, -0.120], [-1.733, 0.871, -0.360], [0.019, -0.160, 0.325], [0.262, -0.638, 0.270], [-1.091, -0.093, -0.223], [-0.299, 0.278, -0.617], [-0.382, -0.884, -0.683], [-1.101, -1.794, -0.787], [-0.581, 0.254, 0.822], [1.018, 0.193, 1.089], [1.307, -0.809, 0.831], [-0.610, 0.953, -0.051], [-0.378, -0.173, 0.554], [1.518, -0.227, 0.673], [0.374, -0.368, -0.218], [0.540, -0.236, 1.678], [0.999, 1.800, -2.048], [-0.270, -0.411, 0.802], [0.105, -0.677, -0.942], [0.794, -1.395, -0.840], [0.040, 0.049, -0.037], [0.444, -0.598, 0.105], [-0.334, -0.129, -0.479], [0.668, 1.218, -0.533], [0.371, -0.149, 0.071], [-1.677, -0.021, 0.423], [-0.370, 0.011, -0.140], [-0.391, -0.234, 0.241], [0.176, 0.542, 0.063], [1.776, -0.689, 0.864], [-0.049, 0.245, -0.693], [0.536, 0.202, 0.273], [1.358, 0.020, 0.725], [-0.303, 0.042, -0.332], [0.479, 0.267, -0.530], [1.294, -1.054, 0.164], [0.396, -0.661, 0.312], [1.866, 0.049, -2.505], [0.079, -0.567, 1.301], [-1.999, 0.877, -1.358], [-0.168, -1.002, 0.064], [0.764, -1.305, 0.973], [-0.772, 1.208, -0.219], [-1.056, 0.319, -0.870], [-0.386, 0.437, -0.366], [0.626, -1.032, 1.318], [-0.886, 0.564, -0.587], [-0.003, -0.445, 1.645], [-0.286, 0.074, -0.134], [-0.363, 0.549, 0.029], [0.134, 0.472, -0.364], [0.162, 1.341, -0.586], [0.857, 0.310, -0.384], [-0.421, 0.204, 0.000], [-1.428, -1.059, 0.265], [-1.011, 1.562, 0.680], [-0.166, 0.098, -0.171], [-1.688, -1.412, 0.656], [-0.432, 0.322, -0.399], [0.774, 0.267, -0.122], [0.967, 0.583, 1.249], [-0.170, 1.863, -1.513], [0.256, 0.513, 1.652], [-1.211, -0.352, 0.165], [-0.946, -0.259, 1.342], [-0.451, -0.156, 0.632], [-1.318, -0.261, -0.507], [0.235, -0.321, -0.127], [0.052, -0.837, 0.393], [0.002, 0.540, -0.890], [1.202, -0.545, 0.765], [0.696, 1.533, -1.423], [0.108, 0.026, -0.104], [0.598, 0.010, -0.163], [0.526, 0.204, -0.141], [0.449, 0.300, 0.175], [-3.040, 1.840, 0.092], [1.702, -0.353, 0.101], [-0.317, -0.638, 0.610], [0.563, -0.348, 1.676], [1.088, 0.141, 0.269], [0.662, -0.768, -0.052], [-0.145, -0.906, 2.869], [0.246, 0.643, 0.666], [-0.649, 0.401, -0.378], [0.272, 0.864, -0.075], [-0.506, 0.523, 0.917], [0.202, -0.635, -0.091], [0.143, -0.246, -0.158], [0.230, -0.354, -0.703], [0.650, 0.224, -0.358], [-0.111, -0.064, -0.647], [-1.488, -1.512, -0.516], [-0.643, -0.125, -0.448], [-0.451, 0.459, -0.367], [-0.478, -0.233, 1.170], [-0.234, 0.549, 0.572], [0.502, -0.300, 0.227], [-0.394, 0.927, 0.535], [0.890, -1.074, -1.509], [0.657, 0.473, 0.049], [-1.566, 1.453, -0.895], [-0.095, 0.152, -0.907], [0.249, -0.681, 0.075], [-0.115, -0.692, 0.306], [-0.638, 0.238, -0.261], [-0.347, 0.612, 0.700], [-0.010, -0.298, -1.226], [-0.649, 0.123, -0.763], [-1.026, 0.062, 0.798], [0.208, -0.913, -0.384], [-0.132, -0.661, -0.494], [-0.382, -0.429, -0.947], [-0.909, 0.096, -0.198], [-0.306, -0.069, 0.332], [-0.042, 1.012, -0.760], [-1.783, 0.385, -0.419], [0.246, -0.128, 0.775], [1.042, -0.865, 0.027], [-0.100, 0.133, -0.243], [-0.296, 1.610, 0.412], [0.859, 0.451, -0.478], [-1.183, -1.084, -0.899], [-0.203, -0.225, -0.068], [0.627, -0.663, -0.944], [-0.698, -0.044, 0.299], [0.588, 0.531, -1.916], [-1.480, 0.374, -1.322], [-0.291, 0.354, 0.843], [0.468, -2.391, -0.525], [-0.592, 0.486, -0.487], [-2.005, -2.750, 1.413], [0.081, -1.173, 0.805], [0.891, 0.257, 0.246], [0.293, 0.222, -0.231], [0.032, 0.212, -0.270], [0.537, 0.420, 0.092], [-0.325, 1.898, 1.345], [-0.676, -0.663, -2.377], [0.319, 0.888, -0.685], [-0.232, 0.693, -2.084], [0.699, 0.221, 0.398], [1.406, 1.984, 1.011], [-1.737, 0.355, -0.334], [0.276, 0.699, 0.229], [-0.253, -0.101, 0.013], [0.153, 0.342, -0.867], [0.186, 0.344, 1.085], [-0.583, -1.157, 0.492], [-0.769, -0.317, 1.142], [-0.169, 0.856, -1.514], [-0.117, -0.069, 0.379], [0.210, 0.652, 0.084], [0.935, -0.327, -0.257], [-0.298, -0.038, 0.144], [-0.886, 0.647, 1.001], [-0.225, -1.262, -0.107], [-0.503, -1.256, 1.346], [-1.128, -0.190, -0.008], [0.215, -1.026, 0.226], [-1.678, -0.067, -1.019], [-1.322, -0.787, 0.201], [-0.278, -1.368, -0.008], [0.243, 0.623, -1.658], [-1.025, 0.804, -0.203], [0.130, -0.467, 0.948], [0.080, 1.136, -0.094], [0.619, -0.137, -0.377], [-0.927, 0.450, 1.061], [0.633, -0.253, 0.431], [0.193, 0.251, -0.871], [-0.393, -1.255, 0.275], [-0.029, -0.975, 0.580], [0.495, -0.738, 1.189], [0.866, 2.019, -0.361], [1.697, -0.979, -1.081], [0.436, 0.325, 0.292], [0.778, 0.159, 0.251], [-0.400, -0.200, -0.259], [0.261, -0.806, -0.758], [0.393, 1.078, 0.117], [-0.299, -0.351, 0.301], [-0.647, 1.117, 1.942], [0.141, -0.196, 0.313], [0.277, -0.260, -0.012], [0.522, 0.512, -0.418], [0.055, -0.138, 0.568], [2.920, -1.605, 0.966], [1.259, 1.745, -1.943]]}